Density functional theory data (ωB97M-V/def2-TZVPD) for 5 unconnected molecules or ions with the total composition C34H64BrF5N6O5 in a non-equilibrium geometry.

Computed properties:
* E: -139102.61032 eV
* lowest unoccupied orbital energy: -0.1 eV
* multiplicity: 1
* structure (SMILES): CCOc1cnc2c(C[C@H](C)Br)c(CCCC(F)(F)C(F)(F)F)ccc2n1.COC[C@@H](C)N.COC[C@@H](C)N.COC[C@@H](C)N.COC[C@@H](C)N
* net charge: 0
* Kohn-Sham gap: 8.72 eV

The geometry in XYZ format:
```
115
Properties=species:S:1:pos:R:3:forces:R:3
C 5.7869 6.3799 1.7638 0.6 0.3 -0.2
C 5.2547 7.7695 1.4097 0.7 0.1 0.5
O 3.8248 7.8746 1.3130 0.1 -0.5 0.3
C 3.2278 6.7557 0.8131 0.3 0.6 -0.5
C 2.4032 6.0060 1.6868 -0.5 0.2 0.9
N 1.7411 4.9373 1.3412 0.7 0.7 -0.6
C 1.9415 4.5954 0.0337 -0.6 -0.9 -0.1
C 1.2642 3.4514 -0.4786 -1.0 -0.7 1.2
C 0.3393 2.7048 0.4682 0.2 0.8 -0.2
C -1.0081 3.3946 0.7230 -0.7 -1.4 1.2
C -1.8795 2.4115 1.5732 0.3 -0.1 -0.3
Br -2.0199 3.7703 -0.9160 0.3 0.4 0.1
C 1.3985 3.0477 -1.7600 0.5 0.1 -1.7
C 0.6887 1.8634 -2.3848 -0.4 0.0 1.1
C 1.4168 0.4908 -2.2457 0.0 0.5 -1.0
C 2.9523 0.5608 -2.0786 -0.1 -1.2 0.1
C 3.4337 0.2495 -0.6645 -0.3 0.5 -0.9
F 4.7152 0.6690 -0.5161 0.1 -0.2 0.0
F 2.6887 0.8969 0.2689 0.1 -0.1 0.1
C 3.3827 -1.2591 -0.2983 0.6 0.1 1.4
F 3.8576 -2.0598 -1.2491 -0.3 0.1 -0.2
F 4.1593 -1.4487 0.7924 -0.1 0.0 -0.2
F 2.1535 -1.6345 0.0577 -0.1 -0.1 -0.5
C 2.2520 3.8117 -2.6171 -0.5 -0.8 0.0
C 2.8952 4.8945 -2.1591 0.7 0.8 -0.5
C 2.7626 5.3176 -0.8240 0.4 0.7 -0.4
N 3.4233 6.4485 -0.4321 -0.3 -0.4 0.5
H 5.8348 5.7105 0.9007 -0.3 0.0 0.2
H 6.8309 6.5204 2.0750 -0.2 0.0 0.0
H 5.2742 5.9224 2.6140 -0.1 0.0 -0.2
H 5.7551 8.1586 0.5146 -0.4 -0.2 -0.1
H 5.5582 8.4408 2.2210 -0.4 0.0 -0.1
H 2.2855 6.3705 2.7069 0.1 -0.1 -0.1
H 0.8413 2.6582 1.4419 -0.2 -0.1 -0.1
H 0.1425 1.6818 0.1435 0.1 0.1 -0.1
H -0.9185 4.2967 1.3264 0.2 0.3 -0.7
H -2.3026 2.8937 2.4570 0.0 0.0 -0.2
H -2.6845 1.9645 0.9874 0.0 0.2 0.1
H -1.2483 1.5762 1.9008 -0.1 0.2 0.1
H 0.4186 2.1109 -3.4154 0.3 -0.2 0.0
H -0.2650 1.7641 -1.8598 0.0 0.0 -0.3
H 0.9200 -0.1083 -1.4787 0.3 0.1 0.1
H 1.2335 -0.0461 -3.1840 -0.1 0.0 0.2
H 3.4134 1.4785 -2.4455 -0.2 0.1 0.3
H 3.3705 -0.2502 -2.6890 0.1 0.3 0.0
H 2.3922 3.5212 -3.6554 -0.2 -0.1 0.1
H 3.5120 5.4631 -2.8490 0.0 0.1 0.3
C -0.7107 -0.2846 -6.0290 0.2 0.0 0.2
O -1.1969 -0.8794 -4.8400 -0.1 0.1 -0.2
C -2.3779 -1.6451 -4.9926 -0.2 -0.2 0.2
C -2.1412 -3.0806 -5.4914 0.4 0.2 -0.2
C -1.8477 -3.1665 -6.9858 -0.1 -0.1 -0.1
N -1.0568 -3.7369 -4.7517 -0.2 0.1 0.1
H -1.5228 0.0212 -6.6944 0.0 -0.1 0.0
H -0.0306 -0.9607 -6.5528 -0.1 0.0 -0.2
H -0.1406 0.6021 -5.7475 -0.1 0.0 0.0
H -2.8151 -1.7047 -3.9944 0.1 0.0 0.0
H -3.1056 -1.1148 -5.6208 0.1 0.0 -0.1
H -3.0630 -3.6432 -5.3128 0.0 0.1 0.1
H -0.8350 -2.8442 -7.2279 0.0 0.0 0.1
H -1.9452 -4.1966 -7.3298 0.0 0.0 0.1
H -2.5484 -2.5561 -7.5599 0.0 0.0 0.0
H -1.3021 -3.7621 -3.7644 0.0 0.0 0.0
H -0.2533 -3.1142 -4.7834 0.0 -0.1 -0.1
C 7.6532 -2.7942 2.8230 0.2 -0.2 0.0
O 7.5817 -3.3796 4.1110 -0.1 0.2 -0.1
C 6.3407 -3.2172 4.7722 -0.1 -0.1 0.3
C 5.2611 -4.2327 4.3649 0.2 0.0 -0.4
C 4.6246 -3.9332 3.0122 -0.2 0.1 0.0
N 5.7786 -5.6052 4.3537 0.1 0.1 0.2
H 7.0746 -1.8681 2.7633 -0.1 0.0 0.0
H 7.3158 -3.4963 2.0572 -0.1 0.1 -0.1
H 8.6994 -2.5633 2.6213 0.0 0.0 0.1
H 6.5562 -3.3647 5.8343 0.1 0.0 0.0
H 5.9792 -2.1861 4.6654 0.0 0.0 -0.1
H 4.4672 -4.1774 5.1161 0.1 0.0 0.1
H 5.2766 -4.1942 2.1786 0.1 0.0 0.1
H 3.7072 -4.5104 2.8911 0.0 0.0 0.0
H 4.3661 -2.8766 2.9258 0.0 0.0 0.0
H 6.1143 -5.8385 5.2845 -0.1 -0.1 0.0
H 6.6221 -5.6070 3.7852 -0.1 0.0 -0.1
C -5.1991 3.0572 3.3953 0.0 0.1 -0.3
O -5.0112 1.7709 2.8339 0.0 0.0 0.3
C -5.1682 0.6975 3.7435 0.1 -0.3 -0.1
C -6.6246 0.2670 3.9805 -0.1 0.3 -0.1
C -7.3980 1.2063 4.9003 -0.1 0.0 0.2
N -7.3627 0.1222 2.7216 0.2 -0.1 0.0
H -4.8459 3.1067 4.4294 -0.1 0.0 0.0
H -6.2485 3.3553 3.3422 0.0 0.1 0.2
H -4.6257 3.7666 2.7974 0.0 -0.1 0.0
H -4.6398 -0.1462 3.2899 0.0 0.0 -0.1
H -4.6561 0.9160 4.6897 -0.1 0.1 0.0
H -6.5948 -0.7117 4.4692 0.1 0.0 -0.1
H -7.6855 2.1312 4.4005 0.1 0.0 0.0
H -8.3174 0.7281 5.2393 0.0 0.0 -0.1
H -6.8104 1.4629 5.7845 0.0 0.0 0.0
H -6.9013 -0.5789 2.1480 -0.1 -0.1 0.0
H -7.2391 0.9841 2.1956 -0.1 0.0 0.0
C -5.6486 -5.0745 0.1950 0.2 -0.1 0.2
O -4.5303 -5.6960 -0.4120 -0.2 0.1 -0.1
C -4.3793 -5.4381 -1.7952 0.2 -0.2 -0.2
C -3.6840 -4.1075 -2.1238 -0.2 0.1 0.4
C -4.5875 -2.8910 -1.9582 -0.1 0.1 -0.1
N -2.4713 -3.9155 -1.3208 0.1 -0.2 -0.2
H -6.5029 -5.0184 -0.4854 0.0 0.1 0.0
H -5.3905 -4.0759 0.5559 -0.1 0.1 -0.1
H -5.9328 -5.6745 1.0595 0.0 -0.1 0.0
H -3.7493 -6.2473 -2.1745 0.0 0.0 0.1
H -5.3438 -5.5235 -2.3124 0.0 0.1 0.1
H -3.3889 -4.1478 -3.1763 0.0 -0.1 0.0
H -4.7446 -2.6232 -0.9135 0.0 -0.1 0.0
H -4.1442 -2.0217 -2.4427 0.0 0.0 0.1
H -5.5639 -3.0637 -2.4163 0.0 0.0 0.0
H -1.8285 -4.6816 -1.5082 0.0 0.1 0.0
H -2.7267 -4.0508 -0.3457 0.0 0.1 0.0
```
Forces are in eV/Å.

Density functional theory data (ωB97M-V/def2-TZVPD) for a molecular structure, C34H64F7NO28S2Ti in a non-equilibrium geometry.

Computed properties:
* E: -158916.15773 eV
* lowest unoccupied orbital energy (spin up / spin down): -3.8 / -3.5 eV
* multiplicity: 2
* net charge: +1
* ⟨S²⟩: 0.752
* Kohn-Sham gap (spin up / spin down): 8.13 / 8.51 eV

The geometry in XYZ format:
```
137
Properties=species:S:1:pos:R:3:forces:R:3
Ti 3.1926 4.0537 0.6232 1.0 0.7 -1.6
F 4.2614 4.8758 1.6605 1.3 0.4 1.1
C -0.6962 3.5702 2.9132 0.9 2.1 -0.1
F -1.1343 4.8647 2.8167 -0.2 -1.9 -0.1
F 0.0530 3.5602 4.0461 -1.0 -1.0 -1.7
F -1.6402 2.6406 2.8310 0.6 1.1 0.9
S 0.2795 3.2642 1.2984 -2.8 -1.9 0.5
O -0.7081 3.4470 0.2397 2.2 -0.2 2.0
O 1.4762 4.1746 1.3148 -2.3 0.2 0.5
N 0.6886 1.7326 1.5890 -0.8 2.6 -0.8
S 2.1598 1.2493 1.4666 0.1 -0.8 1.5
O 2.9059 2.1110 0.4250 0.1 -1.7 1.6
O 2.6925 0.9145 2.7819 0.1 0.9 -2.9
C 1.8078 -0.3211 0.5722 1.6 -2.1 0.0
F 0.8318 -0.9600 1.2735 1.2 1.0 -1.7
F 1.5740 -0.1486 -0.7488 -0.5 -0.1 1.9
F 2.9682 -1.0363 0.6813 -1.5 0.6 -0.2
C -1.0581 6.1711 -5.4932 -2.2 -0.7 0.6
C -0.8655 5.8128 -4.0572 -1.0 -1.8 0.3
O -1.4107 6.8899 -3.2967 0.1 -0.2 -0.8
C -1.3274 6.8808 -1.9713 1.6 -0.5 -1.1
O -0.5820 6.1185 -1.3806 -0.8 0.6 0.7
O -2.0826 7.8767 -1.5998 -0.5 0.9 1.5
C -1.9479 8.4879 -0.2806 -0.6 -1.8 0.4
H -2.1509 6.3909 -5.4461 0.7 0.4 -0.9
H -0.9772 5.2824 -6.1509 0.5 0.8 0.2
H -0.4552 7.0445 -5.6799 0.1 0.1 -0.8
H 0.1462 5.5507 -3.8815 1.3 0.4 0.9
H -1.4266 4.8867 -3.7965 0.2 0.7 -0.2
H -1.0713 9.1380 -0.2989 -0.3 0.1 0.2
H -1.8580 7.6666 0.4818 0.2 0.8 -0.7
H -2.9213 8.9754 -0.0849 0.8 0.1 -0.3
C -0.8804 -2.8818 -5.0354 -0.1 -1.4 -1.5
C -0.7327 -2.5825 -3.6048 1.6 2.2 0.0
O 0.5886 -2.8836 -3.1438 0.6 0.7 0.4
C 0.8424 -4.0682 -2.6302 -1.0 -0.7 -1.2
O 0.0359 -4.9767 -2.6362 0.6 0.3 0.5
O 2.1095 -4.1140 -2.2347 -0.6 -1.4 0.6
C 2.3305 -5.4271 -1.6436 3.4 0.6 0.7
H -1.0025 -3.9862 -5.1264 0.2 0.8 -0.3
H -0.1454 -2.5196 -5.7710 0.3 -0.1 0.8
H -1.7818 -2.4148 -5.3641 -1.0 0.1 -0.2
H -1.4862 -3.1129 -3.0874 -0.6 -0.4 1.0
H -0.7277 -1.4819 -3.4063 -0.7 -0.8 -0.1
H 2.3078 -6.2551 -2.3344 0.1 0.2 -0.6
H 1.6680 -5.6420 -0.8695 -1.5 0.0 1.2
H 3.3422 -5.3604 -1.1132 -1.2 0.0 -1.1
C 4.7367 -5.0028 5.8376 -0.7 1.1 -0.6
C 4.7664 -3.4848 5.5636 -1.2 -1.6 1.1
O 4.0792 -2.8545 6.6679 0.8 -0.5 -1.1
C 3.8408 -1.5538 6.4729 1.2 -1.6 0.4
O 4.2793 -0.8830 5.5773 -0.6 0.5 0.0
O 3.1489 -1.2467 7.5334 -0.8 0.3 1.2
C 2.7196 0.0940 7.6102 1.1 0.3 0.7
H 3.7623 -5.3991 5.4922 0.6 0.1 0.4
H 4.9025 -5.2316 6.8756 0.1 -0.1 0.4
H 5.5277 -5.4102 5.2451 0.4 -0.7 -0.4
H 4.1454 -3.3273 4.7100 0.0 0.4 -0.9
H 5.7549 -3.1089 5.4218 0.6 0.5 0.1
H 2.0127 0.1470 6.8004 -0.4 1.2 -0.1
H 3.6648 0.6856 7.5022 -1.3 0.2 -0.1
H 2.2808 0.2406 8.6229 0.2 -0.1 -0.9
C -3.0644 1.3360 -6.9468 -0.1 -2.3 0.7
C -2.2912 2.5327 -6.6338 -0.3 -0.4 2.6
O -2.9882 3.0223 -5.4076 0.0 1.1 0.0
C -2.4116 2.7945 -4.2442 0.1 -0.5 -0.3
O -1.3552 2.2143 -4.1720 0.9 -0.2 0.8
O -3.1361 3.2312 -3.2092 0.4 0.1 0.1
C -2.5242 3.0383 -1.8640 -0.3 -1.9 -1.6
H -4.1336 1.4836 -7.0628 0.0 0.4 0.3
H -2.8629 0.6043 -6.1215 -0.5 0.4 -0.7
H -2.7594 0.8532 -7.8400 0.6 -0.4 -1.0
H -2.4273 3.2908 -7.3088 -0.3 2.0 -1.7
H -1.2287 2.3703 -6.4463 -0.3 -0.1 0.1
H -1.9832 2.0214 -1.9272 -0.6 1.8 0.5
H -3.4118 2.9528 -1.2309 0.5 0.2 0.2
H -1.8730 3.8845 -1.6316 -0.2 -0.3 -0.1
C 3.7349 -7.9802 3.7529 2.2 -0.6 1.4
C 2.5809 -7.6581 2.9826 -2.7 0.6 -3.8
O 2.6979 -6.3605 2.2170 0.3 -1.3 0.6
C 1.9718 -5.2936 2.5042 -0.6 0.5 0.1
O 1.7159 -4.4728 1.6584 0.0 0.2 0.1
O 1.5751 -5.2104 3.7853 -0.1 0.0 0.4
C 0.5260 -4.2183 4.0774 1.9 0.4 0.2
H 3.7226 -7.5528 4.7340 0.1 0.3 0.6
H 4.7054 -7.7365 3.3022 -0.5 0.2 -0.3
H 3.7681 -9.0555 3.8551 -0.1 -0.4 0.3
H 1.5812 -7.6642 3.4127 0.3 0.2 0.9
H 2.4362 -8.4262 2.1714 0.4 0.9 0.3
H 0.9170 -3.1904 3.9281 -0.4 -0.7 -0.6
H 0.3142 -4.2389 5.1333 0.1 -0.7 0.4
H -0.3066 -4.5285 3.5079 -1.0 0.4 -0.6
C -1.0497 -8.5838 0.9145 0.3 -0.1 -1.4
C -2.1144 -7.7090 1.5619 -0.7 -0.3 0.0
O -2.4907 -6.6463 0.5957 0.9 0.1 0.0
C -2.0795 -5.4332 0.9508 0.2 0.5 1.8
O -1.8737 -5.1508 2.1275 0.1 0.3 -1.2
O -1.9385 -4.5691 -0.0656 -0.7 -2.9 -0.2
C -1.3743 -3.3371 0.2406 -0.1 1.5 0.1
H -0.6467 -9.4090 1.5107 -0.5 0.2 0.4
H -0.1353 -7.9818 0.6536 -1.0 -0.3 0.1
H -1.4465 -9.0518 -0.0219 0.4 0.5 0.7
H -1.7564 -7.3418 2.5234 -0.1 0.6 -0.4
H -3.0977 -8.1601 1.7776 0.7 -0.4 -0.3
H -2.2642 -2.6450 0.3508 1.4 -0.2 0.3
H -0.7839 -3.0418 -0.6628 -0.4 -0.1 0.9
H -0.7399 -3.4576 1.1467 -0.4 0.6 -0.7
C 5.3889 5.8837 -4.5994 -0.7 -0.4 0.1
C 5.2196 5.2681 -3.1906 3.7 0.8 -1.0
O 4.2419 4.2934 -3.2711 -1.6 -0.8 -0.4
C 3.3316 4.2660 -2.3788 -1.9 -2.0 -0.7
O 3.4328 4.7382 -1.2388 0.0 0.3 0.9
O 2.2833 3.5884 -2.7976 1.4 1.2 -0.6
C 1.1519 3.2843 -2.0242 -2.6 -0.9 -1.3
H 5.8908 5.1979 -5.2976 0.0 0.4 0.3
H 5.8723 6.8601 -4.5517 0.3 -0.3 0.0
H 4.3767 6.0729 -4.9957 0.3 -0.1 0.1
H 4.9560 6.0624 -2.5176 -0.1 0.1 0.6
H 6.1691 4.7206 -2.8664 -1.1 1.1 -0.2
H 1.3416 2.4153 -1.4650 0.3 -1.7 0.2
H 0.2640 3.0996 -2.7490 1.7 0.2 1.1
H 0.7657 3.9259 -1.2763 0.3 2.0 0.1
C -4.7654 0.4320 2.5289 -0.5 1.9 -0.9
C -5.6413 1.5891 3.0473 0.3 -1.0 0.7
O -6.6545 1.8951 2.1087 -0.2 0.4 -0.2
C -6.5325 3.0003 1.3695 1.9 1.8 0.6
O -5.6962 3.9081 1.4570 -0.9 -2.0 0.1
O -7.5009 2.9987 0.5051 -1.1 -0.5 -1.0
C -7.3737 3.7943 -0.6706 -1.5 -0.3 -1.2
H -3.9051 0.4043 3.1530 1.0 -0.2 0.3
H -4.5300 0.6237 1.4664 0.3 -0.3 0.5
H -5.2972 -0.4829 2.6259 -0.4 -0.8 -0.1
H -5.1201 2.4877 3.3656 0.3 0.0 -0.4
H -6.1179 1.1658 3.9330 -0.4 0.4 0.0
H -7.3818 4.8718 -0.4637 -0.4 -0.4 0.0
H -8.2183 3.4130 -1.3690 1.2 1.1 1.4
H -6.4640 3.5744 -1.1964 0.7 -0.2 0.0
```
Forces are in eV/Å.